Entry 1:
Entry from the Open Molecules 2025 dataset: 3 unconnected molecules or ions with the total composition C9H25NO6P (ωB97M-V/def2-TZVPD).

Computed properties:
HOMO-LUMO gap   5.1400 eV
HOMO   -2.895 eV
Total charge   -1

```
42
Properties=species:S:1:pos:R:3:forces:R:3
C -4.5748 -3.1331 5.1524 -0.554 -0.266 -0.220
P -4.8112 -1.9698 3.9373 0.150 0.117 -0.077
N -5.5495 -0.6373 4.2895 0.053 -0.025 0.100
O -5.4540 -2.7216 2.5773 0.083 0.050 -0.017
O -3.3818 -1.6244 3.1799 0.106 0.160 -0.078
H -4.4606 -4.1461 4.7543 0.105 0.004 0.028
H -5.3894 -3.0969 5.8775 0.243 0.139 0.184
H -5.0130 0.1971 4.0953 -0.045 0.005 -0.064
H -6.1381 -3.3052 2.9107 -0.099 -0.141 0.021
H -2.9896 -2.4324 2.8336 -0.038 -0.056 0.088
C -0.2620 1.1434 -0.6805 0.040 0.005 -0.011
O -1.3429 1.5662 0.1190 0.021 0.015 0.025
C -1.8074 0.5602 1.0186 -0.040 0.002 -0.035
C -1.2750 0.7446 2.4188 0.017 -0.003 0.078
O 0.1456 0.6044 2.4724 0.004 0.005 -0.055
C 0.8311 1.8327 2.5079 0.002 0.004 -0.009
H 0.1364 2.0255 -1.1836 -0.015 -0.003 -0.017
H 0.5321 0.6862 -0.0839 0.013 0.001 -0.016
H -0.5829 0.4234 -1.4427 0.000 -0.018 0.017
H -1.5279 -0.4310 0.6468 -0.019 -0.006 0.000
H -2.8973 0.6098 1.0500 0.000 -0.010 0.005
H -1.7241 -0.0179 3.0551 0.021 0.005 0.028
H -1.5658 1.7289 2.8018 -0.004 0.002 -0.006
H 0.7061 2.3309 3.4776 -0.020 0.005 -0.005
H 0.4905 2.5130 1.7210 0.013 0.000 -0.005
H 1.8908 1.6208 2.3609 0.002 0.000 0.018
C 3.5697 -0.7483 -2.0685 -0.012 0.005 0.030
O 2.6077 0.1407 -2.6010 -0.020 -0.030 -0.077
C 3.1223 1.4147 -2.9359 -0.021 0.022 0.076
C 3.3504 1.5600 -4.4248 -0.008 0.008 -0.047
O 4.3578 0.6847 -4.9024 0.017 -0.011 0.032
C 3.8505 -0.4852 -5.5136 -0.003 -0.013 0.009
H 3.1085 -1.7334 -2.0291 -0.004 0.002 0.019
H 4.4664 -0.7930 -2.6927 -0.002 -0.012 -0.005
H 3.8558 -0.4548 -1.0527 0.013 0.015 -0.007
H 4.0569 1.6056 -2.3970 0.001 0.001 -0.005
H 2.3906 2.1640 -2.6183 0.007 0.006 0.007
H 3.6729 2.5838 -4.6362 -0.001 0.001 0.003
H 2.4090 1.3840 -4.9567 0.002 0.007 -0.005
H 3.3980 -0.2570 -6.4854 -0.016 0.010 0.009
H 3.1058 -0.9788 -4.8847 0.008 -0.009 0.000
H 4.6923 -1.1584 -5.6682 0.002 0.007 -0.017
```
Positions in Å, forces in eV/Å.

Entry 2:
Entry from the Open Molecules 2025 dataset: a molecular structure, C18H18N4O6ReS4Se in a non-equilibrium geometry (ωB97M-V/def2-TZVPD).

Computed properties:
<S²>   1.069
HOMO-LUMO gap (alpha / beta)   3.4467 / 4.4570 eV
Spin multiplicity   2
ΔE to the lowest compared entry with this formula, charge and spin   50.77 kcal/mol
HOMO (alpha / beta)   -7.547 / -7.548 eV

```
52
Properties=species:S:1:pos:R:3:forces:R:3
Re -0.5025 0.9143 0.4440 2.529 -0.235 1.969
N 1.8263 -2.6711 -1.3202 0.004 0.493 -0.098
C 1.4012 -1.4115 -1.2142 -0.058 -0.290 -0.208
S 1.1387 -0.8490 0.3913 -0.238 0.653 0.676
N 1.2430 -0.6226 -2.2646 -0.159 0.417 0.271
C 1.6014 -0.8622 -3.6093 0.137 -0.231 -0.664
C 2.7952 -1.4953 -3.9429 -0.099 0.112 0.156
C 3.1292 -1.6739 -5.2736 -0.023 -0.039 -0.061
C 2.2894 -1.2200 -6.2752 0.038 0.014 0.012
C 1.1151 -0.5656 -5.9418 0.041 0.013 -0.020
C 0.7687 -0.3798 -4.6157 0.030 -0.060 0.161
H 1.9416 -3.2042 -0.4741 -0.083 -0.136 -0.031
H 2.0083 -3.0958 -2.2162 0.004 -0.005 0.060
H 0.7456 0.2576 -2.0878 0.289 -0.593 0.043
H 3.4860 -1.7975 -3.1710 0.087 -0.044 0.081
H 4.0582 -2.1576 -5.5274 0.130 -0.066 -0.013
H 2.5618 -1.3537 -7.3101 0.003 -0.036 -0.101
H 0.4698 -0.1975 -6.7238 -0.103 0.065 -0.031
H -0.1371 0.1477 -4.3571 -0.135 -0.016 0.054
N -1.0832 0.4322 2.6009 -0.215 1.004 -1.353
C -1.0506 -0.8786 3.1654 0.155 -1.361 0.489
C -0.5464 -1.0788 4.4462 -0.051 0.140 -0.136
C -0.5544 -2.3516 4.9981 0.108 0.614 -0.368
C -1.0498 -3.3832 4.2426 -0.112 -1.980 0.764
C -1.5426 -3.2214 2.9730 0.146 0.838 -0.340
C -1.5367 -1.9515 2.4240 -0.111 0.135 -0.134
S -1.2275 -5.0536 5.0027 -0.055 2.024 -0.558
O -2.5230 -4.8498 5.6239 -0.120 -0.602 0.256
O -0.0956 -5.1187 5.8962 0.242 -0.417 0.387
O -1.1969 -5.9355 3.8589 -0.033 -0.555 -0.102
H -0.7094 1.1186 3.2615 -0.153 -0.194 -0.284
H -2.0435 0.7035 2.3593 0.082 -0.053 0.799
H -0.1680 -0.2457 5.0194 0.082 0.239 0.089
H -0.1784 -2.5510 5.9870 0.058 -0.010 0.161
H -1.9054 -4.0753 2.4282 -0.095 -0.154 -0.064
H -1.9217 -1.7939 1.4278 -0.013 -0.015 0.051
Se 1.1710 2.5540 1.0206 -0.999 -0.248 -0.482
C 0.3997 4.2689 0.5413 0.022 0.094 -0.064
C -0.9704 4.4439 0.4183 -0.123 -0.266 0.078
C -1.4567 5.6978 0.0807 -0.040 -0.323 0.115
N -0.6775 6.7428 -0.1152 -0.276 0.591 -0.168
C 0.6266 6.5863 0.0096 0.382 -0.101 0.044
C 1.2216 5.3739 0.3320 0.073 -0.322 0.068
H -1.6626 3.6334 0.5820 0.006 0.095 -0.002
H -2.5203 5.8595 -0.0259 -0.102 -0.027 -0.004
H 1.2201 7.4775 -0.1548 0.150 -0.074 0.008
H 2.2926 5.2848 0.4100 0.178 0.077 0.029
O -2.1395 -0.4750 -0.2276 0.799 -0.493 0.753
S -2.6445 0.8476 -0.6191 -2.866 0.712 -3.776
O -3.8838 0.9066 -1.3133 0.131 -0.183 0.520
O -2.5187 1.7252 0.5726 0.426 0.332 1.213
S -1.0644 1.5429 -1.7373 -0.072 0.467 -0.246
```
Positions in Å, forces in eV/Å.

Entry 3:
Entry from the Open Molecules 2025 dataset: 2 unconnected molecules or ions with the total composition C3H4Cl2N3 in a non-equilibrium geometry (ωB97M-V/def2-TZVPD).

Computed properties:
HOMO-LUMO gap (alpha / beta)   8.1792 / 8.1782 eV
ΔE to the lowest compared entry with this formula, charge and spin   69.79 kcal/mol
HOMO (alpha / beta)   -14.304 / -14.303 eV
Total charge   +1

```
12
Properties=species:S:1:pos:R:3:forces:R:3
C 0.5510 0.5148 -0.8702 1.442 -1.355 1.979
C -0.3153 -1.4712 -0.1969 -0.972 0.231 1.565
C 0.9975 -0.3572 1.2765 0.406 0.913 2.970
N -0.1272 -0.5663 -1.0792 0.189 1.053 -1.621
N 1.3462 0.3859 0.3026 1.486 2.173 -3.205
N -0.0384 -1.1333 1.1454 -3.052 -2.021 -1.652
Cl -1.7661 2.2237 -0.0490 -0.742 -0.545 -0.369
Cl 2.8857 1.3026 0.3118 -1.266 -0.766 0.151
H 0.5936 1.3891 -1.4912 -0.158 0.238 -0.022
H -0.7023 -2.4080 -0.5497 -0.047 -0.605 0.546
H -2.6653 1.5068 -0.6910 0.635 0.597 0.452
H -0.7594 -1.3869 1.8908 2.080 0.085 -0.793
```
Positions in Å, forces in eV/Å.

Entry 4:
Entry from the Open Molecules 2025 dataset: a molecular structure, C6H29FeN6O10 in a non-equilibrium geometry (ωB97M-V/def2-TZVPD).

Computed properties:
<S²>   6.007
HOMO-LUMO gap (alpha / beta)   7.9286 / 7.3684 eV
Spin multiplicity   5
HOMO (alpha / beta)   -11.814 / -11.681 eV
Total charge   +1

```
52
Properties=species:S:1:pos:R:3:forces:R:3
Fe -1.5042 -3.2734 -0.4371 2.430 2.967 1.543
C -0.9662 0.1518 0.2775 0.106 0.074 -1.054
O -1.3361 -1.1731 0.3184 -0.743 -2.269 0.085
H -0.2416 0.4039 1.0518 0.503 0.167 -0.067
H -0.6352 0.4046 -0.7298 0.652 0.266 -0.084
H -1.7522 0.8972 0.3990 -0.761 -0.058 0.355
C -2.6411 3.8469 -1.7403 -0.690 1.363 1.050
C -2.1856 4.8505 -2.7849 1.498 -0.491 0.581
O -0.8082 5.2163 -2.5472 -0.193 -0.378 -1.095
O -2.5231 4.5591 -0.4582 -0.154 -0.661 -1.099
H -2.1229 2.8895 -1.6861 0.568 0.226 -0.314
H -3.6749 3.6049 -1.9866 -0.369 0.038 0.308
H -2.8160 5.7356 -2.8707 -0.180 -0.043 0.494
H -2.2373 4.3611 -3.7575 0.337 0.023 -0.100
H -0.6454 5.6588 -1.7109 -0.726 -0.044 0.188
H -2.7505 3.9694 0.2643 -0.077 -0.087 0.010
C 2.4792 0.9028 2.8648 -1.586 -1.823 2.674
O 1.3587 0.8504 3.3226 -1.431 0.057 1.073
N 2.7491 1.6609 1.8842 1.280 2.761 -3.913
N 3.5057 0.1912 3.3114 2.035 -1.572 0.596
H 1.9442 2.1120 1.4736 0.654 0.256 -0.332
H 3.6956 1.6283 1.5332 -0.573 0.756 -0.631
H 3.4276 -0.4703 4.0706 -0.123 0.324 -0.202
H 4.3425 0.2118 2.7462 0.072 -0.284 0.628
C 1.6015 -3.1965 0.2667 0.522 3.746 0.579
O 0.6000 -3.5330 -0.3265 -3.470 -1.744 -1.379
N 2.6338 -3.9088 0.5195 2.857 -4.949 0.650
N 1.8512 -1.9690 0.6755 -1.238 2.774 0.347
H 3.4302 -3.5067 0.9929 -0.281 -0.362 -0.157
H 2.4506 -4.8912 0.6659 0.576 -0.082 -0.318
H 1.0812 -1.3160 0.6461 0.161 0.150 0.017
H 2.6219 -1.7899 1.3033 -0.532 0.187 -0.089
C 2.0813 -0.4860 -3.0447 0.774 0.230 -0.268
O 2.0336 -1.5764 -2.5196 -0.370 -0.793 0.474
N 1.4068 0.5979 -2.6766 -1.612 0.394 1.320
N 2.9207 -0.1522 -4.0287 1.908 -0.607 -2.201
H 0.7826 0.4009 -1.9074 -0.135 0.957 -0.236
H 1.5405 1.4657 -3.1757 -0.506 -0.080 0.691
H 3.4431 -0.9040 -4.4554 -0.110 0.159 0.030
H 2.7482 0.6502 -4.6173 0.083 -0.252 0.158
O -3.6201 -0.2697 2.2148 -0.525 0.134 0.113
H -3.7167 -1.2199 2.2787 0.062 -0.055 0.163
H -2.9461 -0.1414 1.5474 0.361 -0.162 -0.238
O -0.3199 -1.1219 3.1900 -0.494 -1.126 0.055
H 0.1503 -0.2920 3.2703 0.474 0.515 0.357
H -0.7061 -1.0953 2.3146 -0.353 -0.210 -0.429
O -3.4946 -3.0716 -0.4876 -0.362 -0.442 -0.741
H -3.9460 -3.0788 -1.3316 -0.275 0.098 -0.468
H -4.1934 -2.9625 0.1574 -0.035 0.121 0.552
O -1.6567 -3.8867 1.5221 -0.356 -0.397 0.064
H -1.1723 -4.4900 2.0856 0.441 -0.258 0.014
H -2.2678 -3.4456 2.1122 -0.090 0.491 0.250
```
Positions in Å, forces in eV/Å.

Entry 5:
Entry from the Open Molecules 2025 dataset: a molecular structure, C6H14AlF4NS in a non-equilibrium geometry (ωB97M-V/def2-TZVPD).

Computed properties:
HOMO-LUMO gap   7.7457 eV
HOMO   -10.544 eV

```
27
Properties=species:S:1:pos:R:3:forces:R:3
C 1.4763 1.8860 1.2158 -0.378 -0.294 0.288
C 0.9753 0.7596 1.8008 0.164 0.186 0.127
S -0.6158 0.2785 1.1986 -1.469 2.437 0.920
N -0.3065 -0.0817 -0.4097 0.119 -1.033 0.306
C -0.5446 -1.4849 -0.8208 -0.461 -0.066 -0.913
C 0.4853 -1.9881 -1.8223 0.487 -0.279 0.327
C 1.9431 -1.8005 -1.3736 0.260 0.035 -0.604
C 2.5931 -0.4833 -1.8710 -0.396 -0.117 0.872
H 2.4123 1.8347 0.6677 0.905 0.551 1.464
H 0.9564 2.8380 1.3012 -0.845 -0.297 -1.554
H 1.4552 0.2266 2.6154 0.632 -1.178 -1.132
H -0.8707 -0.8912 1.8343 0.479 -0.212 -0.293
H 0.6085 0.2623 -0.6791 0.109 -0.029 0.287
H -0.5893 -2.1848 0.0176 0.183 0.233 0.272
H -1.5215 -1.5158 -1.3031 -0.120 -0.034 0.166
H 0.3116 -3.0603 -1.9193 -0.209 -0.001 -0.079
H 0.3439 -1.5632 -2.8157 -0.106 0.142 0.026
H 2.5273 -2.6179 -1.7931 -0.026 -0.132 0.121
H 2.0173 -1.8989 -0.2889 -0.001 0.025 0.050
H 2.9797 0.0770 -1.0169 0.078 0.147 -0.084
H 1.8377 0.1303 -2.3624 0.217 0.147 -0.261
H 3.4349 -0.6539 -2.5331 -0.085 0.009 -0.206
F -4.3378 0.7200 1.7594 0.237 0.105 0.008
Al -4.4069 2.4002 2.0758 -0.050 0.027 0.013
F -2.9372 2.8143 2.8459 0.031 -0.187 -0.153
F -5.7173 2.7643 3.0700 0.143 -0.073 -0.059
F -4.5103 3.2327 0.6066 0.105 -0.114 0.088
```
Positions in Å, forces in eV/Å.

Entry 6:
Entry from the Open Molecules 2025 dataset: a molecular structure, C26H33BN6O8PSSr (ωB97M-V/def2-TZVPD).

Computed properties:
HOMO-LUMO gap   7.7017 eV
ΔE to the lowest compared entry with this formula, charge and spin   0.00 kcal/mol
HOMO   -9.761 eV
Total charge   +1

```
77
Properties=species:S:1:pos:R:3:forces:R:3
Sr 0.8372 -0.0096 0.2643 -0.454 -0.320 -0.234
C 0.2196 -5.4735 6.4521 -0.002 0.001 0.005
C 0.6623 -4.2765 5.6592 0.021 0.009 0.010
C -0.0299 -3.8739 4.5200 -0.024 0.000 -0.028
C 0.3750 -2.7717 3.7851 0.021 -0.032 0.046
C 1.4934 -2.0640 4.2028 0.073 -0.017 -0.011
C 2.2020 -2.4398 5.3360 -0.015 0.005 0.008
C 1.7813 -3.5447 6.0550 -0.015 -0.014 -0.014
S 1.9814 -0.6507 3.2812 -0.107 0.206 0.443
O 2.6160 -1.0725 2.0270 0.138 0.001 -0.295
O 2.8765 0.1277 4.1431 -0.026 -0.060 0.029
N 0.7151 0.1159 2.8191 0.116 0.129 -0.292
C -0.1658 0.8213 3.6235 -0.020 -0.001 0.106
C -0.2157 0.8104 4.9979 0.030 -0.020 -0.049
C -1.1911 1.5546 5.6933 -0.002 0.007 0.013
C -2.1136 2.3063 5.0280 0.001 0.001 -0.015
C -2.0875 2.3506 3.6131 -0.011 0.010 0.001
C -3.0134 3.1047 2.8573 -0.005 0.002 0.017
C -2.9360 3.1050 1.4963 0.016 -0.001 -0.016
C -1.9163 2.3562 0.8771 -0.014 -0.011 -0.020
N -1.0318 1.6443 1.5391 0.067 -0.013 -0.038
C -1.1117 1.6198 2.9045 -0.033 0.038 0.004
H -0.7280 -5.8648 6.0861 0.002 -0.001 -0.001
H 0.1004 -5.2197 7.5058 0.002 -0.001 0.000
H 0.9616 -6.2713 6.3913 0.002 0.000 -0.002
H -0.9075 -4.4285 4.2106 0.004 -0.004 -0.002
H -0.1734 -2.4565 2.9060 -0.006 0.004 -0.005
H 3.0585 -1.8609 5.6528 0.003 -0.003 -0.009
H 2.3259 -3.8419 6.9429 -0.001 0.001 0.002
H 0.5016 0.2231 5.5556 -0.006 0.002 0.019
H -1.2015 1.5188 6.7748 0.005 -0.006 -0.001
H -2.8666 2.8721 5.5610 0.000 -0.001 0.000
H -3.7788 3.6709 3.3745 0.001 0.001 -0.001
H -3.6335 3.6629 0.8876 -0.002 -0.001 0.000
H -1.8379 2.3342 -0.2050 -0.002 -0.002 0.006
C -2.9308 -3.4836 0.3964 -0.003 -0.008 0.016
O -1.9535 -3.5593 -0.6570 0.011 -0.007 -0.001
C -0.8950 -2.7759 -0.5110 -0.023 -0.003 0.016
O -0.7091 -2.0350 0.4434 0.003 0.053 0.012
N -0.0387 -2.9183 -1.5491 0.032 -0.014 -0.058
N 1.0775 -2.0836 -1.6231 0.025 0.057 -0.020
H -3.7297 -4.1512 0.0938 0.000 0.001 -0.003
H -3.2968 -2.4645 0.4968 0.001 -0.001 -0.001
H -2.4936 -3.8136 1.3364 -0.002 0.006 -0.001
H -0.3301 -3.4605 -2.3473 -0.001 -0.011 0.008
H 0.9838 -1.4435 -2.4081 0.012 -0.001 0.001
H 1.9204 -2.6376 -1.7174 -0.011 -0.007 -0.007
N 2.2583 3.4625 -2.5337 0.088 0.033 0.032
C 2.1144 3.7692 -1.0739 0.008 0.002 -0.042
P 3.2307 2.5705 -0.2357 0.170 0.004 0.110
O 4.6348 3.0204 -0.3664 -0.024 0.052 -0.132
O 2.7892 1.2160 -0.7258 -0.089 -0.025 0.245
C 2.8345 2.6233 1.5623 -0.069 -0.030 0.025
N 3.8417 1.6881 2.1600 0.002 -0.073 -0.128
H 1.7756 2.5490 -2.7648 -0.031 0.052 0.015
H 3.2468 3.3957 -2.7870 0.009 0.017 0.012
H 1.8231 4.1765 -3.1182 -0.006 -0.008 -0.001
H 1.0666 3.6265 -0.8074 -0.002 -0.016 -0.014
H 2.4204 4.7974 -0.8945 -0.005 0.001 0.000
H 1.8392 2.2467 1.8159 0.063 0.073 0.057
H 2.9734 3.6129 1.9926 0.001 -0.022 0.031
H 3.5986 1.3767 3.1291 0.022 0.035 -0.017
H 4.7799 2.0829 2.0837 -0.004 0.023 0.029
H 3.8349 0.8056 1.6271 0.049 -0.032 0.077
O -1.6360 1.6382 -2.6108 -0.048 -0.012 -0.002
B -0.3687 1.1354 -2.2337 0.140 0.026 0.072
O 0.5339 1.5800 -3.3097 -0.088 -0.076 -0.020
C -0.2168 2.2930 -4.2245 -0.004 0.012 0.006
C 0.1932 2.9179 -5.3818 0.010 -0.001 0.005
C -0.7856 3.6026 -6.1040 -0.010 0.007 -0.003
C -2.1051 3.6378 -5.6682 0.010 -0.002 -0.008
C -2.5034 2.9945 -4.4966 0.004 -0.002 -0.001
C -1.5278 2.3280 -3.7895 0.005 -0.007 0.024
H 1.2160 2.8551 -5.7334 0.001 -0.005 -0.006
H -0.5142 4.1026 -7.0237 -0.002 -0.001 -0.001
H -2.8412 4.1715 -6.2539 0.000 -0.001 -0.001
H -3.5292 3.0146 -4.1552 0.000 0.000 -0.002
```
Positions in Å, forces in eV/Å.

Question: Which formula does entry 6 have?
Answer: C26H33BN6O8PSSr